Run i
The following is a DFT calculation (ωB97M-V with the def2-TZVPD basis set) of a cluster of 2 separate species, C5H14 in total.

```
19
Properties=species:S:1:pos:R:3:lowdin_charge:R:1
C -2.419 2.721 -0.223 -0.170
H 0.060 -2.188 1.533 0.071
H 1.079 -3.359 0.700 0.069
C 1.095 -1.383 -0.198 -0.321
C -1.246 1.833 -0.648 -0.181
H -0.381 2.403 -0.980 0.063
H -2.113 3.362 0.604 0.059
H 3.092 -1.844 0.502 0.068
H 2.915 -0.200 -0.126 0.065
H -0.938 1.210 0.194 0.048
C 0.401 -2.516 0.546 -0.127
H -1.543 1.163 -1.455 0.062
H -0.472 -2.885 0.009 0.064
H -3.254 2.114 0.126 0.061
C 2.420 -0.984 0.449 -0.128
H 1.305 -1.694 -1.224 0.100
H -2.742 3.374 -1.036 0.060
H 0.449 -0.508 -0.241 0.068
H 2.291 -0.618 1.470 0.070
```

Results
- HOMO-LUMO gap: 12.51 eV
- SMILES: CCC.CC

=====

Run ii
The following is a DFT calculation (ωB97M-V with the def2-TZVPD basis set) of a cluster of 2 separate species, C5H14 in total.

```
19
Properties=species:S:1:pos:R:3:lowdin_charge:R:1
C -1.647 2.549 0.170 -0.164
H 2.503 -2.567 -0.014 0.069
C 0.688 -1.721 0.816 -0.336
H -0.074 -2.001 1.558 0.098
H 0.684 -0.576 -0.995 0.069
H -0.074 -2.166 -1.184 0.068
H 1.127 -0.819 1.256 0.098
C 0.038 -1.318 -0.505 -0.125
C -0.623 2.884 -0.937 -0.162
H 2.195 -3.083 1.605 0.067
H 1.243 -3.730 0.213 0.073
H -2.445 3.277 0.218 0.054
C 1.695 -2.840 0.667 -0.136
H -0.929 -0.833 -0.339 0.058
H 0.320 3.236 -0.543 0.053
H -0.449 2.023 -1.581 0.049
H -2.047 1.548 0.019 0.044
H -1.163 2.462 1.151 0.061
H -1.044 3.674 -1.576 0.062
```

Results
- HOMO-LUMO gap: 12.40 eV
- SMILES: CCC.CC

=====

Run iii
The following is a DFT calculation (ωB97M-V with the def2-TZVPD basis set) of a cluster of 2 separate species, C5H14 in total.

```
19
Properties=species:S:1:pos:R:3:lowdin_charge:R:1
C -1.097 -2.044 -0.473 -0.174
H -1.518 -0.805 -2.100 0.058
H -0.798 -1.189 0.133 0.035
C 1.087 1.384 1.322 -0.317
H 1.720 2.032 1.927 0.096
H 0.269 1.021 1.950 0.092
H 0.912 3.148 0.016 0.066
H 2.448 -0.416 1.307 0.065
C -2.015 -1.671 -1.645 -0.156
H 0.150 1.751 -0.649 0.063
H -0.661 2.467 0.637 0.065
H -0.169 -2.475 -0.822 0.060
C 1.813 0.202 0.694 -0.115
H 2.357 0.582 -0.179 0.076
H -1.983 -2.434 -2.422 0.061
H 1.036 -0.405 0.232 0.031
H -1.566 -2.744 0.220 0.062
C 0.355 2.258 0.300 -0.129
H -3.012 -1.387 -1.334 0.059
```

Results
- HOMO-LUMO gap: 12.40 eV
- SMILES: CCC.CC

=====

Least stable structure: run iii

=====

Run i
The following is a DFT calculation (ωB97M-V with the def2-TZVPD basis set) of a cluster of 2 separate species, C5H15N2O in total.

```
23
Properties=species:S:1:pos:R:3:lowdin_charge:R:1
N -1.472 1.635 -1.794 0.006
H -1.073 -0.119 -2.867 0.091
H -1.229 3.056 -0.383 0.149
H 0.898 -1.398 -0.331 0.117
H -1.029 0.093 1.222 0.080
H 3.238 -1.756 0.654 0.084
H -2.125 -0.281 -1.453 0.076
C 0.782 -0.822 1.740 -0.162
N -0.711 -0.810 1.664 0.170
O -1.774 1.271 0.436 -0.039
C -1.886 0.344 -2.310 -0.043
H 3.293 -0.509 -0.595 0.083
H -1.023 -1.547 1.033 0.160
C -1.484 1.998 -0.514 -0.312
C 2.881 -0.766 0.379 -0.088
H -2.778 0.397 -2.928 0.096
H 3.263 -0.045 1.102 0.085
H 1.091 -0.050 2.440 0.138
H 1.102 0.309 -0.082 0.107
H -1.210 -0.925 2.545 0.172
H 1.120 -1.773 2.153 0.134
H -1.238 2.366 -2.448 0.146
C 1.365 -0.668 0.336 -0.250
```

Results
- HOMO-LUMO gap: 11.17 eV
- Charge: +1

=====

Run ii
The following is a DFT calculation (ωB97M-V with the def2-TZVPD basis set) of a cluster of 2 separate species, C5H15N2O in total.

```
23
Properties=species:S:1:pos:R:3:lowdin_charge:R:1
H -2.344 1.841 -0.673 0.128
N -0.038 1.892 2.637 0.014
H -1.513 -0.165 -2.438 0.125
H 0.876 -0.649 -1.993 0.182
C -1.364 1.369 -0.946 -0.188
H 1.165 -0.182 -0.337 0.113
H -1.879 1.916 1.710 0.127
H -1.137 2.031 -1.719 0.084
C -1.570 -0.142 -1.325 -0.229
H 1.303 -1.875 -0.819 0.164
H 3.939 -3.161 0.128 0.098
H -2.605 -0.494 -0.958 0.154
H -0.651 1.745 3.551 0.148
H -1.187 -2.131 -1.008 0.159
O 3.045 -3.048 -0.289 -0.021
C -0.828 1.712 1.464 -0.199
C -0.404 1.560 0.196 -0.180
H 2.720 -3.840 -0.038 -0.020
H 0.957 1.562 2.613 0.101
N 0.827 -0.896 -0.974 0.195
H -0.915 -0.986 0.456 0.155
C -0.709 -1.127 -0.684 -0.192
H 0.634 1.568 -0.037 0.083
```

Results
- HOMO-LUMO gap: 8.48 eV
- Charge: +1

=====

Run iii
The following is a DFT calculation (ωB97M-V with the def2-TZVPD basis set) of a structure of composition C5H15N2O.

```
23
Properties=species:S:1:pos:R:3:lowdin_charge:R:1
C 1.540 0.195 -0.969 -0.172
H 3.458 0.693 -0.117 0.134
H -0.360 1.076 -1.310 0.136
H -2.231 0.065 1.607 0.148
H 1.889 0.988 -1.650 0.160
C -0.710 -0.457 0.018 -0.394
H 0.307 1.466 0.337 0.132
H -1.738 -1.116 -1.431 0.069
H -2.235 2.274 0.380 0.165
H 1.844 -0.163 1.252 -0.033
C 2.656 -0.044 -0.024 0.208
H -3.721 0.517 -0.362 0.083
H -0.135 -0.979 0.784 0.121
O 1.567 -0.385 2.173 0.054
H -2.042 1.483 0.326 0.032
H 3.126 -1.012 -0.169 0.129
H 2.312 -0.663 2.725 0.103
H -1.183 -2.357 -0.722 0.101
C -2.051 0.083 0.526 -0.294
N -0.833 -1.454 -1.045 0.058
H 1.376 -0.690 -1.606 0.137
C 0.193 0.704 -0.440 -0.140
N -3.027 -0.224 -0.284 0.062
```

Results
- HOMO-LUMO gap: 4.07 eV
- Charge: +1

=====

Run iv
The following is a DFT calculation (ωB97M-V with the def2-TZVPD basis set) of the ion C5H15N2O with charge +1.

```
23
Properties=species:S:1:pos:R:3:lowdin_charge:R:1
C 1.832 -0.909 -0.045 -0.033
O 0.131 -1.661 -1.775 -0.030
H 0.356 1.207 -0.401 0.163
C 0.033 1.035 2.305 -0.124
H -0.643 -1.084 0.943 0.123
H -1.703 -0.053 -2.086 0.163
H 0.758 1.661 1.789 0.070
H -2.121 -0.418 0.180 0.132
C 0.826 -0.590 -1.098 -0.399
H -0.097 1.436 3.319 0.095
H 2.636 -1.453 -0.550 0.098
H 0.493 0.059 2.452 0.072
H 2.170 -0.037 0.516 0.099
H 1.628 -1.811 0.543 0.100
C -0.308 0.334 -0.639 -0.250
H -1.795 1.542 -1.464 0.176
H 0.571 -2.514 -1.847 0.110
H 1.387 -0.178 -1.934 0.144
H -1.930 0.722 2.192 0.104
N -1.213 0.972 1.511 -0.093
H -0.712 1.137 -2.636 0.178
C -1.105 -0.185 0.532 -0.155
N -1.197 0.788 -1.807 0.255
```

Results
- HOMO-LUMO gap: 9.99 eV
- Charge: +1
- SMILES: CNC[C@H]([NH3+])[C@@H](C)O

=====

Least stable structure: run iii

=====

Run i
The following is a DFT calculation (ωB97M-V with the def2-TZVPD basis set) of the molecule CH4N2O2.

```
9
Properties=species:S:1:pos:R:3:lowdin_charge:R:1
N -1.201 0.399 -0.469 -0.030
N 1.188 -0.099 0.144 0.116
O -0.248 -1.938 -0.142 0.083
H -0.789 1.096 0.105 0.041
C 0.042 -0.781 -0.128 -0.470
H 2.074 -0.648 0.331 0.144
H 1.146 0.914 -0.171 0.130
O -2.368 0.046 0.229 -0.094
H -2.957 -0.407 -0.366 0.080
```

Results
- HOMO-LUMO gap: 9.85 eV
- SMILES: NC(=O)NO

=====

Run ii
The following is a DFT calculation (ωB97M-V with the def2-TZVPD basis set) of the molecule CH4N2O2.

```
9
Properties=species:S:1:pos:R:3:lowdin_charge:R:1
N 1.198 0.520 -0.222 0.032
O -1.302 -0.733 -0.454 -0.223
H -0.414 -1.483 -0.546 0.198
N -0.959 0.326 0.595 -0.051
C 0.127 1.133 -0.139 -0.206
H 1.825 -1.358 0.108 0.065
H -1.858 0.947 0.768 0.146
H 0.156 2.171 -0.747 0.165
O 1.034 -0.893 0.284 -0.124
```

Results
- HOMO-LUMO gap: 10.21 eV
- SMILES: O/N=C\NO

=====

Run iii
The following is a DFT calculation (ωB97M-V with the def2-TZVPD basis set) of the molecule CH4N2O2.

```
9
Properties=species:S:1:pos:R:3:lowdin_charge:R:1
H -2.238 0.983 -0.196 0.089
H 2.293 -1.032 0.323 0.144
C 1.435 -0.316 0.074 -0.286
O -0.837 -0.012 -0.825 -0.192
H -0.238 -1.710 -0.035 0.133
H -0.829 1.435 0.492 0.064
N 0.198 -0.862 -0.383 -0.006
N -1.426 0.633 0.321 0.046
O 1.643 0.881 0.230 0.008
```

Results
- HOMO-LUMO gap: 11.15 eV
- SMILES: NONC=O

=====

Run iv
The following is a DFT calculation (ωB97M-V with the def2-TZVPD basis set) of a cluster of 2 separate species, CH4N2O2 in total.

```
9
Properties=species:S:1:pos:R:3:lowdin_charge:R:1
C 0.270 0.376 -0.379 -0.118
O -0.828 0.354 3.357 0.005
N -0.914 0.046 0.429 -0.143
H -0.087 0.369 -1.405 0.088
H 0.757 1.253 -0.112 0.049
N -0.155 0.599 2.437 0.082
O -0.894 -1.316 0.493 -0.127
H 0.944 -0.349 -0.143 0.036
H -1.563 -1.623 1.185 0.128
```

Results
- HOMO-LUMO gap (spin up / spin down): 7.05 / 7.14 eV

=====

Least stable structure: run iv

=====

Run i
The following is a DFT calculation (ωB97M-V with the def2-TZVPD basis set) of a cluster of 2 separate species, CH4N2O2 in total.

```
9
Properties=species:S:1:pos:R:3:lowdin_charge:R:1
N 1.844 -0.471 1.535 0.046
O -1.931 -0.379 -1.735 -0.009
H 2.147 1.448 1.001 0.097
C -1.097 0.144 -1.064 -0.176
H 1.974 -1.471 1.714 0.059
N 2.097 -0.262 0.318 -0.133
O 2.156 1.040 0.113 -0.052
H -0.572 1.155 -1.301 0.100
H -0.936 -0.317 -0.064 0.068
```

Results
- HOMO-LUMO gap: 10.45 eV
- SMILES: [H]/N=N/O.C=O

=====

Run ii
The following is a DFT calculation (ωB97M-V with the def2-TZVPD basis set) of the molecule CH4N2O2.

```
9
Properties=species:S:1:pos:R:3:lowdin_charge:R:1
N -0.118 0.997 0.009 -0.048
H 0.487 -2.012 -0.521 0.108
C 0.525 -0.039 -0.334 -0.215
H -0.512 -1.916 1.899 0.214
H 1.184 -0.139 -1.176 0.118
O -0.880 -1.568 0.880 -0.113
O 0.076 2.154 -0.651 -0.075
N 0.326 -1.329 0.196 -0.115
H 0.660 1.932 -1.471 0.126
```

Results
- HOMO-LUMO gap: 9.45 eV
- SMILES: O/N=C/NO

=====

Run iii
The following is a DFT calculation (ωB97M-V with the def2-TZVPD basis set) of a cluster of 2 separate species, CH4N2O2 in total.

```
9
Properties=species:S:1:pos:R:3:lowdin_charge:R:1
H 0.194 1.335 1.179 0.103
N 0.054 0.005 -0.232 -0.064
O -2.077 0.765 0.214 0.040
H -1.636 -1.161 -0.397 0.142
H 1.650 1.109 0.224 0.114
O 1.188 -1.458 -0.172 -0.052
N 0.639 1.110 0.299 0.092
H 1.294 -1.566 -1.061 -0.036
C -1.305 -0.139 -0.054 -0.339
```

Results
- HOMO-LUMO gap (spin up / spin down): 8.70 / 8.45 eV

=====

Run iv
The following is a DFT calculation (ωB97M-V with the def2-TZVPD basis set) of a structure of composition CH4N2O2.

```
9
Properties=species:S:1:pos:R:3:lowdin_charge:R:1
N -0.156 -0.398 0.685 0.185
H 1.943 0.017 0.385 0.085
H -2.216 0.278 1.710 0.004
O 1.507 -0.570 -1.435 -0.086
C -0.646 0.509 0.060 -0.142
N 1.296 0.291 -0.361 -0.048
O -2.261 0.129 0.753 -0.227
H -0.912 1.224 -0.702 0.129
H 1.445 -1.479 -1.096 0.099
```

Results
- HOMO-LUMO gap (spin up / spin down): 9.09 / 9.09 eV

=====

Least stable structure: run iv